#w
Formula: C2H3ClS
Source: OMol25
Level of theory: ωB97M-V/def2-TZVPD

net charge: 0

Geometry (Å):
C  1.1475  -0.7401  0.3820
C  -0.1117  -0.1949  0.9909
S  0.0273  -1.9900  0.3065
Cl  -1.1400  0.8712  0.1458
H  0.5412  0.9545  -2.0378
H  -0.0510  1.4231  -1.8385
H  -0.4133  -0.3238  2.0511

Results of the Mulliken charge analysis, in e, for atoms 1 through 5:
1 C -0.3704
2 C 0.0831
3 S 0.0277
4 Cl -0.1084
5 H 0.0335


#x
Formula: C2H3ClS
Source: OMol25
Level of theory: ωB97M-V/def2-TZVPD

net charge: 0

Geometry (Å):
C  -0.3823  0.1673  1.2468
C  0.3589  -0.1733  -0.9724
S  0.2180  -0.8269  2.2735
Cl  -0.9096  0.3895  -2.0234
H  -1.1244  0.9456  1.4186
H  1.1898  0.6493  -0.8108
H  0.6497  -1.1516  -1.1323

Results of the Mulliken charge analysis, in e, for atoms 1 through 5:
1 C -0.1187
2 C -0.4897
3 S -0.1776
4 Cl -0.1432
5 H 0.3024


Top of the stability list: #x, leading by 78.1 kJ/mol.


#w
Formula: C3H6O
Source: OMol25
Level of theory: ωB97M-V/def2-TZVPD

net charge: 0

Geometry (Å):
C  1.8144  0.5792  0.1508
C  -1.1212  -0.8275  0.0516
C  -0.7101  0.5713  -0.2810
O  2.4306  -0.4562  -0.0519
H  2.3537  1.4423  0.4957
H  -2.0254  -1.0629  -0.5239
H  -1.3429  -0.6574  1.0739
H  -0.3770  -1.5981  -0.0681
H  -0.3179  0.7602  -1.3668
H  -0.7042  1.2491  0.5197

Results of the Mulliken charge analysis, in e, for atoms 1 through 5:
1 C -0.0015
2 C -0.6311
3 C -0.7702
4 O -0.3721
5 H 0.2917


#x
Formula: C3H6O
Source: OMol25
Level of theory: ωB97M-V/def2-TZVPD

net charge: 0

Geometry (Å):
C  -1.6992  0.3055  0.5042
C  0.3296  -0.5903  -0.0328
O  -0.2925  0.5070  0.3261
C  1.6925  -0.2040  -0.5045
H  -2.1971  1.1396  0.0053
H  -1.9096  -0.6396  0.0065
H  -1.9569  0.2549  1.5646
H  1.7495  -0.6372  -1.5126
H  1.8758  0.8772  -0.5329
H  2.4311  -0.7377  0.1016

Results of the Mulliken charge analysis, in e, for atoms 1 through 5:
1 C -0.5165
2 C -0.3007
3 O -0.1400
4 C -0.6190
5 H 0.2209


#y
Formula: C3H6O
Source: OMol25
Level of theory: ωB97M-V/def2-TZVPD

net charge: 0

Geometry (Å):
C  2.1888  0.3866  0.1029
C  1.9584  -0.6250  -0.7347
H  1.4019  1.1347  0.2912
H  3.0470  0.4319  0.6777
H  1.0393  -1.0285  -0.9284
H  3.0057  -1.1475  -1.0331
C  -2.0686  -0.0292  0.8420
O  -2.1079  0.3591  -0.3648
H  -2.4266  0.4714  1.7279
H  -1.6757  -1.1296  0.9221

Results of the Mulliken charge analysis, in e, for atoms 1 through 5:
1 C -0.5097
2 C -0.4661
3 H 0.2372
4 H 0.2567
5 H 0.3302


#z
Formula: C3H6O
Source: OMol25
Level of theory: ωB97M-V/def2-TZVPD

net charge: 0

Geometry (Å):
C  -1.2950  -0.0453  0.2340
C  0.0972  0.5520  0.2388
C  1.2245  -0.2399  -0.3954
O  0.3172  1.6180  0.7715
H  -2.0340  0.7488  0.3690
H  -1.5011  -0.6057  -0.6835
H  -1.3847  -0.7436  1.0778
H  0.8747  -1.0414  -1.0495
H  1.8652  0.4422  -0.9606
H  1.8361  -0.6851  0.3979

Results of the Mulliken charge analysis, in e, for atoms 1 through 5:
1 C -0.9816
2 C 0.7199
3 C -0.9422
4 O -0.5428
5 H 0.3086


Top of the stability list: #z, leading by 277.3 kJ/mol.


#w
Formula: C3H6O
Source: OMol25
Level of theory: ωB97M-V/def2-TZVPD

net charge: 0

Geometry (Å):
C  0.7708  -0.4483  -0.2688
C  0.2328  0.4967  -1.2940
C  -0.6429  -0.3118  1.7147
O  1.6011  -1.2960  -0.2846
H  -0.5240  0.0081  -2.0654
H  -0.3858  1.3135  -0.9373
H  0.9234  0.9084  -1.9831
H  0.0821  -0.5958  2.3926
H  -1.1927  -0.8494  0.9458
H  -0.8648  0.7746  1.7802

Results of the Mulliken charge analysis, in e, for atoms 1 through 5:
1 C 0.3646
2 C -0.9148
3 C -0.8978
4 O -0.3807
5 H 0.2627


#x
Formula: C3H6O
Source: OMol25
Level of theory: ωB97M-V/def2-TZVPD

net charge: 0

Geometry (Å):
C  0.6287  -0.2803  -0.7442
C  0.5510  0.8752  0.2193
C  -0.0699  -0.4679  0.5072
O  -2.3270  -0.0811  -0.1014
H  -0.0909  -0.0395  -1.5920
H  1.4664  -0.8357  -0.9510
H  1.4432  1.0358  0.8129
H  0.0579  1.6492  -0.2733
H  -0.4794  -0.9166  1.3268
H  -2.0278  0.0734  -1.0192

Results of the Mulliken charge analysis, in e, for atoms 1 through 5:
1 C -0.4797
2 C -0.3533
3 C -0.1595
4 O -0.6086
5 H 0.1020


#y
Formula: C3H6O
Source: OMol25
Level of theory: ωB97M-V/def2-TZVPD

net charge: 0

Geometry (Å):
C  -1.3453  -0.7128  -0.0674
C  -0.7241  0.5006  -0.1414
C  0.7999  0.5273  -0.0670
O  1.3073  -0.7867  -0.2469
H  -2.4314  -0.7259  -0.0628
H  -0.7646  -1.6759  0.0771
H  -1.2600  1.4747  -0.2395
H  0.9371  0.9091  1.0577
H  1.2165  1.3117  -0.7515
H  2.2648  -0.8220  0.4416

Results of the Mulliken charge analysis, in e, for atoms 1 through 5:
1 C -0.6826
2 C -0.1970
3 C -0.1524
4 O -0.5507
5 H 0.2667


Top of the stability list: #y, leading by 144.2 kJ/mol.


#w
Formula: C3H6O
Source: OMol25
Level of theory: ωB97M-V/def2-TZVPD

net charge: 0

Geometry (Å):
C  -1.0343  0.0983  0.8048
C  -0.4122  0.3915  -0.4452
O  -0.3380  1.5068  -1.0375
C  1.0802  -0.2961  -0.1982
H  -1.4966  0.8695  1.4218
H  -0.7862  -0.5125  -1.0445
H  -1.0573  -0.9264  1.1667
H  1.5168  -0.2443  -1.1946
H  1.6313  0.3545  0.4797
H  1.0568  -1.3241  0.1681

Results of the Mulliken charge analysis, in e, for atoms 1 through 5:
1 C -0.6974
2 C 0.4888
3 O -0.6043
4 C -0.9778
5 H 0.2933


#x
Formula: C3H6O
Source: OMol25
Level of theory: ωB97M-V/def2-TZVPD

net charge: 0

Geometry (Å):
C  -0.4749  -0.7956  -0.4263
C  -1.2779  -0.0320  0.2560
C  -0.9158  1.0009  -0.6802
H  -0.5427  -1.8551  -0.6320
H  -1.8102  -0.1355  1.1928
H  -1.5785  1.1848  -1.5236
H  0.1170  1.2280  -0.9275
O  2.0584  -0.1128  0.6460
H  1.2143  -0.3674  0.2271
H  2.0253  -0.5160  1.5105

Results of the Mulliken charge analysis, in e, for atoms 1 through 5:
1 C -0.7998
2 C 0.0131
3 C -0.4907
4 H 0.3619
5 H 0.3395


#y
Formula: C3H6O
Source: OMol25
Level of theory: ωB97M-V/def2-TZVPD

net charge: 0

Geometry (Å):
C  -0.1917  0.0089  1.3711
C  -0.4636  -0.0279  0.0652
C  -0.3009  -0.4080  -1.3194
O  -1.5656  -0.4251  -0.6096
H  0.5547  0.6135  1.8583
H  -0.8683  -0.5352  2.0108
H  -0.1907  0.2562  -2.1730
H  0.0485  -1.4302  -1.4780
H  1.6680  0.7422  0.3688
H  1.3097  1.2056  -0.0942

Results of the Mulliken charge analysis, in e, for atoms 1 through 5:
1 C -0.7373
2 C 0.2402
3 C -0.0285
4 O -0.4079
5 H 0.2783


Top of the stability list: #y, leading by 9.1 kJ/mol.


#w
Formula: C3H6O
Source: OMol25
Level of theory: ωB97M-V/def2-TZVPD

net charge: 0

Geometry (Å):
C  0.3675  -1.3474  -0.2935
C  -0.0447  -0.0822  0.4037
C  -0.1058  1.4076  0.0460
O  -0.9349  -0.4588  1.1321
H  -0.4752  -2.0809  -0.2496
H  0.5260  -1.0149  -1.2974
H  1.2156  -1.7827  0.2147
H  0.2464  1.7653  -0.9215
H  -1.1782  1.6097  0.1413
H  0.3832  1.9843  0.8244

Results of the Mulliken charge analysis, in e, for atoms 1 through 5:
1 C -0.9147
2 C 0.7099
3 C -0.9797
4 O -0.5255
5 H 0.2794


#x
Formula: C3H6O
Source: OMol25
Level of theory: ωB97M-V/def2-TZVPD

net charge: 0

Geometry (Å):
C  0.1617  0.7925  -0.2218
C  0.9080  -0.5297  0.0493
C  -1.0818  -0.1054  0.0789
H  0.5022  1.6079  0.5078
H  0.1913  1.1462  -1.2714
H  1.8508  -0.8047  -0.5558
H  1.2890  -0.6765  1.1316
H  -1.4852  -0.1114  1.1856
H  -2.0357  -0.0410  -0.6142
O  -0.3002  -1.2780  -0.2899

Results of the Mulliken charge analysis, in e, for atoms 1 through 5:
1 C -0.3714
2 C -0.3017
3 C -0.2813
4 H 0.2415
5 H 0.2153


Top of the stability list: #w, leading by 65.6 kJ/mol.


#w
Formula: C5H9O3
Source: OMol25
Level of theory: ωB97M-V/def2-TZVPD

net charge: -1

Geometry (Å):
O  -1.8415  -0.5937  2.1297
C  -0.9317  -0.4358  1.2651
O  -1.3659  -0.5171  -0.0537
C  0.3999  -0.2439  1.5058
C  1.5570  0.0069  0.5297
C  1.3511  -0.3462  -0.9686
C  1.0241  0.8158  -1.8985
O  -0.3651  1.1861  -1.8941
H  -2.3262  -0.5169  0.0112
H  0.6669  0.0545  2.5064
H  2.3621  -0.6982  0.8286
H  1.9218  1.0306  0.6977
H  0.5571  -1.0919  -0.9929
H  2.2761  -0.7190  -1.3667
H  1.5791  1.7221  -1.6127
H  1.1930  0.5197  -2.9177
H  -0.7660  1.0830  -1.0192

Results of the Mulliken charge analysis, in e, for atoms 1 through 5:
1 O -0.8393
2 C 0.4688
3 O -0.4853
4 C -0.6809
5 C -0.3735


#x
Formula: C5H9O3
Source: OMol25
Level of theory: ωB97M-V/def2-TZVPD

net charge: -1

Geometry (Å):
O  0.1342  -2.3692  2.7807
C  0.4597  -1.5014  1.9184
O  1.5762  -0.6665  2.2481
C  -0.2031  -1.0302  0.8336
C  0.0897  0.4194  0.4887
C  -0.9559  1.0096  -0.6114
C  -0.6427  0.4951  -2.0589
O  0.6148  0.8219  -2.5609
H  1.9586  -0.8547  3.1485
H  -0.9177  -1.5224  0.2512
H  1.1201  0.3414  0.0213
H  0.0826  1.3094  1.1797
H  -0.8609  2.1003  -0.6614
H  -1.9056  0.6627  -0.2156
H  -0.5844  -0.6972  -2.0445
H  -1.2680  0.8431  -2.7951
H  1.3025  0.6387  -1.9225

Results of the Mulliken charge analysis, in e, for atoms 1 through 5:
1 O -0.8177
2 C 0.2307
3 O -0.4979
4 C -0.6362
5 C -0.2404


Top of the stability list: #w, leading by 94.2 kJ/mol.


#w
Formula: C2H14N2O3
Source: OMol25
Level of theory: ωB97M-V/def2-TZVPD

net charge: 0

Geometry (Å):
N  -0.3119  -1.6877  1.2581
C  -0.5465  -1.7355  -0.1951
C  -0.8118  -0.3698  -0.8831
N  -1.0343  -0.5085  -2.3071
H  0.3348  -0.9220  1.4357
H  0.0404  -2.5611  1.6097
H  -1.4310  -2.3094  -0.5211
H  0.3985  -2.1487  -0.5500
H  -1.6586  0.0374  -0.2768
H  -0.0314  0.3910  -0.8045
H  -1.8623  -1.0694  -2.4636
H  -0.2402  -0.7021  -2.8912
O  2.9773  -0.0347  -1.3586
H  3.4585  -0.0361  -2.1891
H  2.6495  0.8762  -1.3166
O  0.4121  3.1429  0.9785
H  0.4446  4.0819  1.1635
H  0.0884  2.6876  1.7727
O  -0.7208  1.1144  2.5045
H  -1.3720  1.3615  3.1556
H  -0.7832  0.3923  1.8787

Results of the Mulliken charge analysis, in e, for atoms 1 through 5:
1 N -0.6537
2 C -0.2205
3 C -0.6021
4 N -0.5546
5 H 0.1953


#x
Formula: C2H14N2O3
Source: OMol25
Level of theory: ωB97M-V/def2-TZVPD

net charge: 0

Geometry (Å):
N  0.1234  -1.9835  -1.5172
C  -0.5154  -1.1867  -0.4728
C  -0.2824  -1.7162  0.9324
N  -1.0055  -0.8727  1.8825
H  -0.0009  -1.4660  -2.3785
H  1.1107  -2.0724  -1.3114
H  -0.2952  -0.1120  -0.4881
H  -1.5975  -1.3667  -0.6151
H  0.7757  -1.8381  1.2104
H  -0.7991  -2.7050  0.9633
H  -1.1806  -1.4296  2.7154
H  -1.9626  -0.6695  1.6085
O  0.2339  1.6109  2.3631
H  0.0787  0.6615  2.1335
H  0.5637  1.5300  3.2571
O  0.4928  0.6704  -2.7848
H  0.4168  1.3190  -2.0674
H  0.3932  1.1452  -3.5912
O  0.6997  2.5780  -0.4233
H  1.2834  3.3007  -0.1809
H  0.5627  2.1635  0.4377

Results of the Mulliken charge analysis, in e, for atoms 1 through 5:
1 N -0.6503
2 C 0.0565
3 C -0.4642
4 N -0.5743
5 H 0.3162


Top of the stability list: #x, leading by 84.1 kJ/mol.


#w
Formula: CH4O4
Source: OMol25
Level of theory: ωB97M-V/def2-TZVPD

net charge: 0

Geometry (Å):
O  0.2750  1.6789  -0.4466
C  -0.3638  1.0961  0.4630
O  0.1888  0.3927  1.4738
H  -1.4496  1.2025  0.6609
H  0.9678  -0.1324  1.3421
O  -1.1517  -0.8575  -1.0078
O  0.2147  -1.0867  -0.7872
H  -0.9902  0.0954  -1.2060
H  0.4443  -1.4524  -1.6889

Results of the Mulliken charge analysis, in e, for atoms 1 through 5:
1 O -0.5315
2 C 0.2653
3 O -0.4279
4 H 0.3392
5 H 0.3293


#x
Formula: CH4O4
Source: OMol25
Level of theory: ωB97M-V/def2-TZVPD

net charge: 0

Geometry (Å):
C  -0.3215  0.3567  -0.2825
O  -0.3466  -0.3957  0.8143
O  1.3635  0.5165  0.1544
O  -2.0244  -0.4535  0.2394
O  2.0958  -0.4555  -0.5647
H  2.5264  -0.9359  0.1622
H  -2.3989  0.0971  0.9472
H  -0.2621  -0.1282  -1.2552
H  -0.6322  1.3985  -0.2150

Results of the Mulliken charge analysis, in e, for atoms 1 through 5:
1 C 0.1456
2 O -0.1629
3 O -0.3343
4 O -0.4742
5 O -0.3076


Top of the stability list: #w, leading by 486.9 kJ/mol.